1.
# C21H40P2Re

A structure of composition C21H40P2Re (ωB97M-V/def2-TZVPD, OMol25).

Atoms and positions in Å:
P1 -1.059 1.923 -2.136
P2 0.437 -1.327 -2.182
C1 0.440 1.117 -3.459
C2 0.303 -0.346 -3.707
H1 1.468 1.508 -3.308
H2 0.237 1.628 -4.418
H3 -0.690 -0.532 -4.112
H4 1.078 -0.625 -4.433
C3 1.999 -2.211 -2.999
H5 2.451 -3.091 -2.524
H6 2.846 -1.510 -3.101
H7 1.854 -2.551 -4.054
C4 -0.609 -2.831 -2.387
H8 -0.281 -3.621 -3.078
H9 -1.617 -2.536 -2.692
H10 -0.774 -3.342 -1.433
C5 0.236 3.553 -2.624
H11 -0.124 4.507 -2.211
H12 0.321 3.630 -3.722
H13 1.263 3.402 -2.264
C6 -1.868 2.131 -3.827
H14 -2.132 1.085 -4.071
H15 -1.225 2.569 -4.621
H16 -2.737 2.779 -3.697
Re1 -2.558 1.213 -0.708
C7 2.108 -2.033 0.129
C8 3.404 -2.216 0.515
C9 4.264 -0.981 0.514
C10 3.627 -0.053 1.572
C11 3.460 1.144 0.805
C12 2.245 1.590 0.652
C13 0.992 0.645 0.822
C14 1.094 -0.958 0.858
C15 -2.785 2.904 0.372
H17 1.589 -2.856 -0.443
H18 3.888 -3.213 0.764
H19 4.098 -0.553 -0.539
H20 5.359 -1.041 0.582
H21 2.749 -0.513 1.901
H22 4.030 -0.080 2.576
H23 4.292 1.361 0.050
H24 1.903 2.599 0.366
H25 0.131 0.890 0.160
H26 0.538 0.989 1.785
H27 1.144 -1.087 1.934
H28 0.073 -1.298 0.682
H29 -3.721 2.959 0.936
H30 -2.798 3.833 -0.213
H31 -2.037 3.065 1.216
C16 -3.853 -0.790 4.921
C17 -2.884 -0.640 3.727
C18 -1.672 0.188 4.249
C19 -2.178 -2.020 3.617
C20 -3.157 -0.147 2.355
C21 -3.000 0.298 1.168
H32 -3.264 -1.159 5.743
H33 -4.646 -1.546 4.831
H34 -4.326 0.111 5.325
H35 -1.287 -0.220 5.206
H36 -0.865 0.095 3.511
H37 -1.863 1.254 4.352
H38 -2.812 -2.791 3.191
H39 -1.299 -1.893 2.970
H40 -1.808 -2.360 4.610

net charge: +2
ΔE to the lowest compared entry with this formula, charge and spin: 203.87 kcal per mole
HOMO-LUMO gap (alpha / beta): 6.2 / 5.0 eV
2S+1: 4

2.
# C4H6O2

The molecule C4H6O2 (ωB97M-V/def2-TZVPD, OMol25).

Atoms and positions in Å:
C1 0.088 -0.423 -1.675
C2 0.435 -0.024 -0.482
C3 -0.958 0.212 -0.734
C4 1.347 0.006 0.850
O1 -1.921 -0.639 -0.124
O2 0.952 0.852 1.943
H1 0.326 -0.875 -2.636
H2 -1.491 1.068 -1.159
H3 2.322 0.410 0.538
H4 1.438 -1.043 1.091
H5 -2.733 -0.084 -0.009
H6 0.195 0.539 2.394

net charge: 0
ΔE to the lowest compared entry with this formula, charge and spin: 88.15 kcal per mole
HOMO-LUMO gap: 9.8 eV

3.
# C3H11N2S

A cluster of 2 separate species, C3H11N2S in total (ωB97M-V/def2-TZVPD, OMol25).

Atoms and positions in Å:
C1 1.360 -0.255 -3.329
C2 0.274 0.756 -2.864
S1 -0.247 0.405 -1.127
H1 1.072 -1.248 -3.031
H2 2.283 -0.077 -2.653
H3 1.572 -0.216 -4.368
H4 0.556 1.822 -2.993
H5 -0.576 0.671 -3.534
H6 -1.439 -0.038 -1.497
N1 -0.997 0.538 2.651
C3 -0.702 -0.643 3.285
N2 0.513 -1.182 2.970
H7 -0.334 0.858 1.954
H8 -1.882 1.021 2.679
H9 -1.443 -1.194 3.918
H10 0.757 -2.095 3.225
H11 1.181 -0.630 2.420

net charge: +1
ΔE to the lowest compared entry with this formula, charge and spin: 21.98 kcal per mole
HOMO-LUMO gap: 7.8 eV

4.
# C47H53BrF3N5O4PS2SbZr

A structure of composition C47H53BrF3N5O4PS2SbZr (ωB97M-V/def2-TZVPD, OMol25).

Atoms and positions in Å:
Zr1 -0.379 0.513 0.692
C1 -2.217 3.461 0.690
C2 -1.289 3.817 -0.473
N1 -0.352 2.725 -0.780
C3 1.049 3.167 -0.890
C4 1.702 3.248 0.487
N2 1.261 2.126 1.353
C5 0.676 2.505 2.679
C6 -0.545 3.357 2.471
N3 -1.500 2.604 1.621
H1 -3.109 2.936 0.343
H2 -2.562 4.379 1.172
H3 -0.706 4.700 -0.207
H4 -1.876 4.086 -1.351
H5 -0.630 2.253 -1.629
H6 1.139 4.133 -1.396
H7 1.577 2.440 -1.501
H8 1.473 4.194 0.974
H9 2.786 3.204 0.367
H10 2.099 1.578 1.563
H11 1.410 3.043 3.280
H12 1.057 0.823 3.771
H13 -0.271 4.288 1.976
H14 -0.973 3.605 3.440
H15 -2.135 2.127 2.260
O1 -0.722 2.449 5.441
S1 -1.074 1.315 4.467
N4 0.272 1.233 3.275
Br1 -5.023 -5.610 0.928
C7 -4.514 -4.064 1.897
C8 -5.174 -3.745 3.073
C9 -4.809 -2.601 3.768
C10 -3.813 -1.770 3.275
C11 -3.166 -2.113 2.102
C12 -3.493 -3.267 1.411
C13 -2.131 -1.199 1.553
O2 -1.304 -1.567 0.679
O3 -2.068 -0.008 1.942
H16 -5.964 -4.386 3.439
H17 -5.306 -2.360 4.699
H18 -3.521 -0.862 3.792
H19 -2.971 -3.516 0.495
C14 0.496 -0.228 -1.283
H20 0.252 0.251 -2.236
H21 0.298 -1.305 -1.390
F1 5.128 1.161 -6.493
C15 4.569 0.917 -5.285
C16 5.364 0.426 -4.271
C17 4.781 0.168 -3.035
C18 3.416 0.390 -2.815
C19 2.659 0.906 -3.868
C20 3.225 1.170 -5.114
Sb1 2.637 0.092 -0.821
C21 3.384 -1.918 -0.803
C22 2.836 -2.920 -1.606
C23 3.365 -4.205 -1.614
C24 4.457 -4.468 -0.809
F2 4.975 -5.716 -0.808
C25 5.042 -3.503 -0.017
C26 4.500 -2.218 -0.024
C27 4.843 1.211 0.769
C28 4.509 1.420 2.121
C29 4.676 2.633 2.809
C30 5.212 3.695 2.117
F3 5.388 4.886 2.759
C31 5.573 3.586 0.791
C32 5.377 2.360 0.146
H22 6.418 0.256 -4.451
H23 5.402 -0.203 -2.223
H24 1.599 1.104 -3.732
H25 2.643 1.563 -5.939
H26 1.982 -2.698 -2.238
H27 2.957 -4.993 -2.237
H28 5.908 -3.754 0.584
H29 4.955 -1.416 0.558
H30 4.080 0.592 2.701
H31 4.409 2.755 3.856
H32 5.990 4.449 0.280
H33 5.650 2.316 -0.910
N5 -2.226 0.665 -0.734
S2 -2.763 -0.615 -1.539
C33 -4.454 -0.911 -1.008
C34 -4.918 -0.329 0.158
C35 -6.201 -0.637 0.602
C36 -6.994 -1.516 -0.118
C37 -6.512 -2.095 -1.289
C38 -5.237 -1.799 -1.737
C39 -3.132 -0.020 -3.182
C40 -2.373 -0.528 -4.223
C41 -2.541 -0.007 -5.503
C42 -3.452 1.014 -5.718
C43 -4.209 1.516 -4.662
C44 -4.053 0.999 -3.387
H34 -2.881 1.433 -0.831
H35 -4.279 0.336 0.729
H36 -6.568 -0.193 1.519
H37 -7.989 -1.758 0.234
H38 -7.133 -2.781 -1.852
H39 -4.855 -2.256 -2.644
H40 -1.649 -1.314 -4.033
H41 -1.952 -0.396 -6.324
H42 -3.578 1.422 -6.713
H43 -4.925 2.310 -4.836
H44 -4.659 1.372 -2.567
C45 2.794 -2.301 3.062
P1 1.186 -2.094 2.323
C46 0.035 -2.152 3.701
C47 0.955 -3.556 1.329
O4 1.150 -0.759 1.555
H45 2.781 -3.176 3.717
H46 3.044 -1.410 3.645
H47 3.541 -2.433 2.279
H48 -0.554 -3.071 3.669
H49 -0.627 -1.283 3.713
H50 0.600 -2.121 4.632
H51 1.016 -4.421 1.995
H52 1.760 -3.604 0.594
H53 -0.007 -3.538 0.823

net charge: 0
HOMO-LUMO gap: 4.8 eV

5.
# C22H22AuN6O3S2

A structure of composition C22H22AuN6O3S2 (ωB97M-V/def2-TZVPD, OMol25).

Atoms and positions in Å:
Au1 1.157 1.086 -1.212
N1 3.994 0.694 1.923
C1 3.141 0.554 0.909
S1 2.697 2.080 0.106
N2 2.731 -0.649 0.596
N3 1.851 -0.662 -0.435
C2 1.308 -1.747 -0.869
C3 1.608 -3.081 -0.321
C4 2.912 -3.568 -0.318
C5 3.173 -4.825 0.201
C6 2.142 -5.587 0.734
C7 0.844 -5.095 0.746
C8 0.573 -3.847 0.211
C9 0.319 -1.566 -1.958
C10 -0.247 -2.631 -2.636
C11 -1.181 -2.383 -3.632
C12 -1.530 -1.076 -3.925
C13 -0.911 -0.053 -3.230
N4 -0.009 -0.292 -2.285
H1 4.258 1.602 2.262
H2 4.233 -0.117 2.469
H3 3.716 -2.964 -0.719
H4 4.184 -5.208 0.196
H5 2.352 -6.564 1.147
H6 0.043 -5.682 1.175
H7 -0.437 -3.455 0.234
H8 0.046 -3.638 -2.380
H9 -1.629 -3.206 -4.172
H10 -2.260 -0.841 -4.686
H11 -1.135 0.988 -3.430
O1 0.270 -0.277 3.181
C14 -0.696 0.575 3.576
C15 -1.055 0.565 4.925
C16 -2.048 1.406 5.383
C17 -2.702 2.278 4.514
C18 -2.334 2.302 3.185
C19 -1.336 1.460 2.691
C20 -0.949 1.540 1.254
O2 -1.382 2.483 0.555
O3 -0.142 0.651 0.816
H12 0.327 -0.177 2.209
H13 -0.543 -0.117 5.590
H14 -2.320 1.384 6.431
H15 -3.483 2.931 4.879
H16 -2.810 2.981 2.491
C21 -2.782 3.876 -1.943
N5 -1.433 3.346 -1.840
C22 -0.528 3.509 -2.758
N6 -0.800 4.167 -3.894
S2 1.108 2.923 -2.631
H17 -3.251 3.752 -0.971
H18 -3.368 3.338 -2.691
H19 -2.776 4.942 -2.182
H20 -1.210 2.859 -0.922
H21 -1.635 4.721 -3.984
H22 -0.066 4.313 -4.566

net charge: +1
ΔE to the lowest compared entry with this formula, charge and spin: 0.00 kcal per mole
HOMO-LUMO gap: 5.7 eV

6.
# CH4O3PS

The ion CH4O3PS with charge -1 (ωB97M-V/def2-TZVPD, OMol25).

Atoms and positions in Å:
C1 -0.054 -0.731 -0.857
O1 -3.014 -0.462 -1.134
O2 -3.244 1.732 -0.029
O3 -3.247 -0.312 1.351
P1 -0.622 0.605 -0.049
S1 -2.816 0.355 0.137
H1 -0.587 -0.737 -1.819
H2 0.955 -0.761 -0.862
H3 -0.800 2.158 -0.252
H4 0.256 0.741 1.125

net charge: -1
ΔE to the lowest compared entry with this formula, charge and spin: 103.54 kcal per mole
HOMO-LUMO gap: 8.3 eV

Number 1: M 540.71 g mol⁻¹, maximum force 0.2035 hartree/bohr. Number 2: M 86.09 g mol⁻¹, maximum force 0.0605 hartree/bohr. Number 3: M 107.20 g mol⁻¹, maximum force 0.0700 hartree/bohr. Number 4: M 1196.96 g mol⁻¹, maximum force 0.0491 hartree/bohr. Number 5: M 679.56 g mol⁻¹, maximum force 0.0133 hartree/bohr. Number 6: M 127.08 g mol⁻¹, maximum force 0.0671 hartree/bohr.